# C52H79BN3O20PS8

A 7-piece molecular cluster, C52H79BN3O20PS8 overall at a distorted geometry (ωB97M-V with the def2-TZVPD basis set, the Open Molecules 2025 dataset).

Kohn-Sham gap	6.23	eV
SMILES	CCCOc1c(C)c(N=C=S)c(B(O)CC)c2c1C(=O)c1c(CSCC)c(N=C(C)C)c(OC#N)c(P(=O)(O)O)c1C2=O.O=S1(=O)CCCC1.O=S1(=O)CCCC1.O=S1(=O)CCCC1.O=S1(=O)CCCC1.O=S1(=O)CCCC1.O=S1(=O)CCCC1
energy	-197251.399	eV
strongest force on any atom	11.1	eV Å⁻¹

Last column: Löwdin charge in e.
Atoms and positions in Å:
1 C 6.65 -0.48 -4.68  -0.119
2 C 6.16 0.53 -5.87  -0.194
3 C 4.56 0.79 -5.83  -0.182
4 O 4.18 2.22 -5.98  -0.126
5 C 4.25 2.85 -4.67  -0.068
6 C 5.45 3.83 -4.33  -0.038
7 C 6.67 4.22 -5.31  -0.085
8 C 5.46 4.50 -2.86  -0.128
9 N 6.56 5.46 -2.54  0.049
10 C 6.14 6.63 -3.02  -0.591
11 S 5.54 8.15 -3.43  0.675
12 C 4.35 4.17 -1.77  0.050
13 B 4.48 4.91 -0.32  -0.381
14 O 3.36 5.76 0.13  0.052
15 C 5.77 4.82 0.67  -0.165
16 C 5.75 5.93 1.88  -0.137
17 C 3.16 3.19 -2.14  0.027
18 C 3.08 2.53 -3.61  0.057
19 C 1.80 1.57 -3.94  -0.225
20 O 1.23 1.66 -5.08  0.030
21 C 1.33 0.59 -2.73  0.035
22 C 0.79 -0.91 -2.99  -0.080
23 C 0.63 -1.52 -4.47  -0.406
24 S -1.17 -2.01 -4.78  0.781
25 C -2.32 -0.66 -4.18  -0.501
26 C -2.28 0.56 -5.27  -0.177
27 C 0.37 -1.80 -1.73  -0.090
28 N -0.19 -3.17 -1.79  0.085
29 C 0.66 -4.05 -2.33  -0.301
30 C 2.25 -4.14 -2.06  -0.045
31 C 0.00 -5.14 -3.37  -0.068
32 C 0.51 -1.16 -0.25  -0.085
33 O 0.10 -2.00 0.90  -0.038
34 C 1.27 -2.82 1.20  -0.182
35 N 2.37 -3.15 1.66  0.142
36 C 1.05 0.32 0.01  -0.050
37 P 1.22 1.03 1.79  0.753
38 O -0.08 1.77 2.20  -0.335
39 O 2.62 2.04 1.97  -0.182
40 O 1.43 -0.23 2.97  -0.189
41 C 1.45 1.23 -1.25  0.004
42 C 1.97 2.78 -1.12  -0.225
43 O 1.40 3.56 -0.29  0.043
44 H 7.39 -1.30 -5.07  0.079
45 H 7.24 0.13 -3.89  0.080
46 H 5.78 -1.03 -4.16  0.064
47 H 6.41 0.07 -6.91  0.110
48 H 6.79 1.49 -5.74  0.082
49 H 4.17 0.33 -4.84  0.112
50 H 4.08 0.17 -6.69  0.139
51 H 7.70 4.28 -4.77  0.099
52 H 6.47 5.32 -5.68  0.092
53 H 6.77 3.55 -6.24  0.075
54 H 2.74 5.93 -0.63  0.106
55 H 6.72 5.06 0.04  0.102
56 H 5.80 3.76 1.11  0.107
57 H 4.87 5.69 2.59  0.079
58 H 5.59 7.02 1.48  0.091
59 H 6.75 5.84 2.45  0.074
60 H 1.01 -0.85 -5.33  0.079
61 H 1.24 -2.51 -4.53  0.083
62 H -1.97 -0.23 -3.17  0.076
63 H -3.38 -1.13 -4.11  0.091
64 H -2.47 1.59 -4.78  0.077
65 H -1.21 0.59 -5.70  0.051
66 H -3.10 0.37 -6.05  0.075
67 H 2.85 -3.24 -2.45  0.089
68 H 2.63 -5.09 -2.64  0.089
69 H 2.43 -4.37 -0.94  0.075
70 H -0.20 -6.15 -2.83  0.092
71 H -1.03 -4.76 -3.73  0.049
72 H 0.73 -5.37 -4.26  0.100
73 H 3.44 1.48 2.04  0.081
74 H 2.39 -0.50 2.97  0.071
75 C -1.44 2.83 7.38  -0.227
76 C -0.44 3.94 7.05  -0.216
77 C 0.60 3.36 6.09  -0.220
78 S -0.23 2.05 5.20  0.709
79 O 0.39 0.79 5.56  -0.323
80 O -0.41 2.45 3.82  -0.379
81 C -1.79 2.18 6.05  -0.228
82 H -2.33 3.21 7.88  0.120
83 H -0.97 2.09 8.04  0.107
84 H -0.97 4.77 6.56  0.119
85 H 0.03 4.34 7.95  0.114
86 H 0.96 4.11 5.39  0.106
87 H 1.44 2.92 6.63  0.103
88 H -2.24 1.19 6.15  0.088
89 H -2.44 2.82 5.45  0.076
90 C 7.60 -4.50 1.42  -0.223
91 C 6.30 -3.82 1.85  -0.224
92 C 6.32 -2.39 1.33  -0.234
93 S 7.35 -2.41 -0.13  0.658
94 O 8.53 -1.62 0.13  -0.319
95 O 6.51 -2.20 -1.29  -0.338
96 C 7.79 -4.13 -0.05  -0.235
97 H 7.57 -5.58 1.57  0.117
98 H 8.43 -4.10 2.02  0.121
99 H 5.45 -4.36 1.40  0.112
100 H 6.17 -3.84 2.93  0.118
101 H 5.33 -2.04 1.06  0.091
102 H 6.78 -1.71 2.05  0.107
103 H 8.81 -4.28 -0.40  0.110
104 H 7.09 -4.69 -0.68  0.109
105 C -4.18 3.65 0.38  -0.221
106 C -2.82 4.06 0.94  -0.205
107 C -3.05 4.64 2.33  -0.213
108 S -4.53 3.87 2.97  0.679
109 O -5.55 4.87 3.11  -0.324
110 O -4.17 2.97 4.04  -0.336
111 C -4.88 2.90 1.51  -0.234
112 H -4.09 3.03 -0.51  0.117
113 H -4.75 4.55 0.12  0.119
114 H -2.18 3.17 1.01  0.111
115 H -2.31 4.78 0.29  0.119
116 H -2.21 4.43 3.00  0.094
117 H -3.22 5.72 2.29  0.107
118 H -5.96 2.82 1.37  0.099
119 H -4.45 1.91 1.65  0.113
120 C -5.53 -6.26 -5.18  -0.223
121 C -4.96 -6.87 -3.90  -0.219
122 C -3.93 -7.92 -4.31  -0.227
123 S -3.28 -7.39 -5.90  0.663
124 O -3.67 -8.36 -6.90  -0.320
125 O -1.91 -6.96 -5.73  -0.338
126 C -4.33 -5.96 -6.07  -0.232
127 H -6.12 -5.36 -4.98  0.119
128 H -6.19 -6.99 -5.68  0.121
129 H -4.48 -6.09 -3.31  0.119
130 H -5.75 -7.31 -3.28  0.116
131 H -3.11 -7.98 -3.59  0.102
132 H -4.39 -8.90 -4.45  0.106
133 H -4.59 -5.81 -7.11  0.111
134 H -3.77 -5.09 -5.69  0.105
135 C -9.53 0.67 -0.82  -0.224
136 C -8.99 0.08 0.48  -0.217
137 C -7.95 -0.97 0.11  -0.225
138 S -7.27 -0.47 -1.47  0.659
139 O -7.63 -1.45 -2.46  -0.325
140 O -5.90 -0.03 -1.28  -0.337
141 C -8.31 0.97 -1.68  -0.235
142 H -10.12 1.58 -0.65  0.118
143 H -10.17 -0.06 -1.33  0.121
144 H -8.52 0.87 1.07  0.115
145 H -9.79 -0.36 1.08  0.118
146 H -7.15 -1.03 0.85  0.106
147 H -8.40 -1.96 -0.02  0.107
148 H -8.54 1.10 -2.74  0.110
149 H -7.76 1.83 -1.30  0.106
150 C -2.53 -1.73 9.29  -0.220
151 C -2.64 -0.56 8.30  -0.228
152 C -4.09 -0.51 7.83  -0.224
153 S -5.08 -1.18 9.15  0.668
154 O -5.69 -2.41 8.70  -0.322
155 O -5.85 -0.12 9.76  -0.328
156 C -3.72 -1.59 10.23  -0.237
157 H -1.58 -1.70 9.84  0.118
158 H -2.58 -2.68 8.75  0.122
159 H -2.38 0.37 8.81  0.107
160 H -1.95 -0.68 7.46  0.114
161 H -4.40 0.52 7.62  0.104
162 H -4.24 -1.13 6.94  0.110
163 H -3.94 -2.50 10.78  0.109
164 H -3.58 -0.75 10.92  0.109